1.
46
Properties=species:S:1:pos:R:3:forces:R:3 method="wB97M-V/def2-TZVPD" relative_energy_kj_mol=85.4 charge=-1 orbital_gap_ev=6.54
C 2.52360 0.54573 0.83724 1.3 1.1 2.2
N 1.35522 -0.03624 1.44239 -1.1 0.6 -1.0
C 1.12208 -1.47656 1.36682 -0.8 0.9 1.9
C -0.32003 -1.81859 1.85818 0.6 -0.1 -2.1
S -0.57966 -1.74596 3.62213 -0.3 0.3 0.1
H 3.26058 0.78566 1.64374 0.1 -0.6 -0.3
H 2.36967 1.58829 0.52719 -0.5 -0.2 -0.8
H 3.08947 -0.06817 0.14339 -0.5 0.1 0.1
H 1.11743 0.38998 2.32454 0.3 -0.5 0.4
H 1.27488 -1.73153 0.32078 0.3 -0.5 0.3
H 1.66299 -1.98266 2.18129 0.9 -0.4 -0.9
H -0.45644 -2.79211 1.35399 -0.4 -0.2 0.7
H -0.98330 -1.15183 1.28745 0.0 0.0 0.2
H 0.74849 2.87833 -2.78496 -0.3 0.3 0.3
H 1.17508 3.68488 -1.50355 -0.3 -0.1 0.0
O 1.47582 3.34986 -2.34973 0.3 0.2 -0.5
H -2.33406 2.10357 0.81627 0.0 -0.1 -0.3
H -3.49088 2.84617 1.39542 -0.2 0.0 0.2
O -3.04790 2.70782 0.55859 0.0 0.1 -0.1
H 0.72943 -0.41780 -2.09043 0.0 0.2 0.0
H -0.05567 -1.54940 -1.42412 -0.1 0.0 0.0
O 0.80553 -1.32679 -1.79311 0.1 -0.4 0.1
H 4.09951 -2.62185 -0.28731 -0.7 -0.3 0.0
H 3.30280 -1.43010 -0.97808 -1.0 -0.6 -0.5
O 4.12347 -1.72979 -0.61655 1.7 0.5 0.1
H -3.26091 -0.70725 -1.90347 0.3 -0.1 -0.3
H -3.28933 -0.54322 -0.42825 0.2 -0.3 0.6
O -2.67564 -0.78595 -1.14296 -0.5 0.2 -0.5
H -2.21197 0.31553 3.19636 0.2 0.0 0.2
H -1.22086 1.30137 2.71871 0.2 0.1 0.1
O -2.14790 1.25998 2.96601 -0.2 -0.1 0.0
H 2.79276 1.09520 -1.40835 0.3 -0.5 0.1
H 2.42798 1.86669 -2.57284 0.5 -0.5 -0.3
O 2.87450 1.01301 -2.36605 -0.4 0.7 0.3
H -0.34177 1.54052 -1.51038 -0.5 -0.1 -0.2
H -1.29668 0.79626 -2.36873 -0.2 0.2 -0.1
O -0.64078 1.50013 -2.44891 0.5 -0.2 -0.2
H -1.43996 0.17036 -0.15912 0.4 0.2 0.2
H -0.17012 0.78446 0.65101 0.0 -0.9 -0.2
O -0.90736 0.96242 0.02366 0.2 0.8 0.4
H -2.66963 -1.51909 1.63793 0.0 0.0 0.8
H -4.03487 -0.83929 2.08388 0.3 0.0 0.6
O -3.51785 -1.16611 1.35456 -0.5 0.0 -1.1
H 1.98071 -0.11865 -3.87776 0.0 0.2 0.2
H 0.54549 0.42194 -3.76840 0.0 0.2 0.0
O 1.19425 0.08417 -4.39407 -0.1 -0.1 -0.7

2.
100
Properties=species:S:1:pos:R:3:forces:R:3 method="wB97M-V/def2-TZVPD" relative_energy_kj_mol=2.4 s2=0.782 charge=+3 multiplicity=2 orbital_gap_ev="6.87 / 6.24"
Ti -0.32829 0.05859 -0.25622 0.3 -0.3 0.1
Br 0.84945 0.66512 6.41371 0.0 0.0 0.0
C 0.46358 0.53936 4.59960 0.0 0.0 0.0
C 0.90362 1.51281 3.71274 0.0 0.0 0.0
C 0.62013 1.34978 2.37414 0.0 0.0 0.0
N -0.07857 0.31789 1.89986 0.0 -0.1 -0.1
C -0.55043 -0.59556 2.76237 0.0 0.0 0.0
C -0.28128 -0.53105 4.11479 0.0 0.0 0.0
C -1.42545 -1.60497 2.13888 0.0 0.0 0.0
C -2.14838 -2.52636 2.87159 0.0 0.0 0.0
C -3.06330 -3.34297 2.21713 0.0 0.0 0.0
Br -4.06849 -4.58036 3.16986 0.0 0.0 0.0
C -3.21934 -3.20349 0.84325 0.0 0.0 0.0
C -2.43550 -2.28357 0.18339 0.0 0.0 0.0
N -1.54081 -1.49316 0.79953 0.0 0.1 0.0
H 1.47516 2.36399 4.05313 0.0 0.0 0.0
H 0.97856 2.05974 1.64391 0.0 0.0 0.0
H -0.64421 -1.28422 4.79779 0.0 0.0 0.0
H -2.03748 -2.59541 3.94319 0.0 0.0 0.0
H -3.93125 -3.80464 0.29600 0.0 0.0 0.0
H -2.51773 -2.16639 -0.88711 0.0 0.0 0.0
C 2.80879 -0.84518 -2.76855 0.0 0.0 0.0
N 2.43733 -2.06360 -2.05382 0.0 0.0 0.0
C 3.36296 -3.18480 -2.24419 0.0 0.0 0.0
C 1.32805 -2.16014 -1.33619 0.0 0.0 0.0
N 0.24066 -1.34555 -1.61373 0.0 0.1 0.1
C -0.13432 -1.30254 -2.97769 0.1 0.0 0.0
C -0.37427 -2.52468 -3.61021 0.0 0.0 0.0
C -0.66248 -2.61656 -4.96223 0.0 0.0 0.0
C -0.66663 -1.46937 -5.72770 0.0 0.0 0.0
C -0.38979 -0.22631 -5.13851 0.0 0.0 0.0
C -0.22750 0.89162 -5.98887 0.0 0.0 0.0
C 0.21999 2.10830 -5.48465 0.0 0.0 0.0
C 0.36305 2.26188 -4.13000 0.0 0.0 0.0
C 0.04529 1.21945 -3.20407 0.0 0.0 0.0
N -0.05037 1.51543 -1.88909 0.0 0.2 -0.2
C -0.31726 2.85119 -1.55985 -0.1 -0.1 0.1
N -1.34003 3.49446 -2.10863 0.0 0.0 -0.1
C -2.43073 2.86580 -2.85893 0.0 0.0 0.0
C -1.38548 4.96393 -2.16661 0.0 0.0 -0.1
N 0.42580 3.42862 -0.61478 0.1 0.0 0.0
C -0.09783 4.44127 0.30473 0.0 0.0 0.0
C 1.88248 3.27289 -0.62600 0.0 0.0 0.0
C -0.17608 -0.11183 -3.73108 0.0 0.0 0.0
N 1.23989 -3.02904 -0.31263 0.0 -0.1 -0.1
C 0.08173 -3.90473 -0.15716 0.0 0.0 0.0
C 2.38865 -3.46275 0.48639 0.0 0.0 0.0
H 2.55200 -0.91960 -3.82641 0.0 0.0 0.0
H 3.88579 -0.71894 -2.67474 0.0 0.0 0.0
H 2.31883 0.00964 -2.31244 0.0 0.0 0.0
H 3.62808 -3.21457 -3.30035 0.0 0.0 0.0
H 2.88066 -4.12149 -1.98469 0.0 0.0 0.0
H 4.27198 -3.05438 -1.65867 0.0 0.0 0.0
H -0.32551 -3.42963 -3.01719 0.0 0.0 0.0
H -0.85893 -3.57980 -5.41283 0.0 0.0 0.0
H -0.85332 -1.51757 -6.79252 0.0 0.0 0.0
H -0.38754 0.76620 -7.05205 0.0 0.0 0.0
H 0.44903 2.92616 -6.15429 0.0 0.0 0.0
H 0.71775 3.20750 -3.74143 0.0 0.0 0.0
H -2.35854 1.78590 -2.84460 0.0 0.0 0.0
H -2.39878 3.21082 -3.89269 0.0 0.0 0.0
H -3.37909 3.17460 -2.41895 0.0 0.0 0.0
H -0.39463 5.38160 -2.01828 0.0 0.0 0.0
H -2.07876 5.37638 -1.43525 0.0 0.0 0.0
H -1.73033 5.23863 -3.16204 0.0 0.0 0.0
H -1.17900 4.35604 0.37351 0.0 0.0 0.0
H 0.18255 5.45452 0.01840 0.0 0.0 0.0
H 0.32928 4.24393 1.28736 0.0 0.0 0.0
H 2.34082 4.14597 -1.09489 0.0 0.0 0.0
H 2.15602 2.37950 -1.17284 0.0 0.0 0.0
H 2.25375 3.19707 0.39259 0.0 0.0 0.0
H 0.37918 -4.92995 -0.38942 0.0 0.0 0.0
H -0.70869 -3.60878 -0.83489 0.0 0.0 0.0
H -0.27980 -3.88083 0.87125 0.0 0.0 0.0
H 2.69806 -4.47570 0.22661 0.0 0.0 0.0
H 2.07972 -3.45874 1.53198 0.0 0.0 0.0
H 3.21781 -2.77838 0.36935 0.0 0.0 0.0
F 1.52816 0.23380 -0.02835 -0.3 0.2 0.0
As 4.12471 0.39508 0.94597 0.2 0.0 0.1
F 3.24325 -0.57769 2.02113 -0.1 0.0 0.0
F 4.28127 -0.97166 -0.06839 0.0 0.0 0.0
F 5.66439 0.42283 1.56092 0.0 0.0 0.0
F 4.19543 1.33562 -0.46499 -0.1 0.0 0.0
F 3.49825 1.76092 1.75201 -0.1 0.0 0.0
O -2.11912 -0.06284 -1.38209 -0.1 0.0 0.0
C -2.65788 0.76487 -0.58672 0.0 0.1 0.0
O -1.83356 1.34115 0.21534 0.1 0.0 0.0
C -4.09363 1.02517 -0.54783 0.0 0.0 0.0
C -4.92959 0.38111 -1.46187 0.0 0.0 0.0
C -6.29087 0.62174 -1.42930 0.0 0.0 0.0
C -6.77513 1.50219 -0.47807 0.0 0.1 0.0
C -5.97010 2.15106 0.44073 0.0 0.0 0.0
C -4.60876 1.90728 0.40340 0.0 0.0 0.0
N -8.24154 1.76398 -0.44164 0.0 -0.2 0.2
O -8.91846 1.15897 -1.23925 0.0 0.1 -0.1
O -8.63214 2.53562 0.40189 0.0 0.1 -0.1
H -4.51163 -0.29782 -2.19351 0.0 0.0 0.0
H -6.97797 0.14924 -2.11619 0.0 0.0 0.0
H -6.41662 2.82308 1.15924 0.0 0.0 0.0
H -3.94649 2.38864 1.11014 0.0 0.0 0.0

3.
6
Properties=species:S:1:pos:R:3:forces:R:3 method="wB97M-V/def2-TZVPD" relative_energy_kj_mol=93.3 orbital_gap_ev=8.32
F 0.33858 -1.73609 0.52835 0.6 -1.0 0.5
C -0.45842 -0.76631 0.19485 0.3 1.5 -0.3
S -1.73694 -0.92951 -0.73506 -0.6 -0.6 0.0
P 0.06305 0.96734 0.75422 -0.6 -0.6 -0.6
I 2.25350 1.21378 -0.22519 0.6 -0.2 0.1
H -0.45977 1.25079 -0.51717 -0.3 0.9 0.4

4.
99
Properties=species:S:1:pos:R:3:forces:R:3 method="wB97M-V/def2-TZVPD" relative_energy_kj_mol=245.1 orbital_gap_ev="4.74 / 4.06"
K 1.42160 0.41460 -0.16810 0.2 1.6 2.5
C 2.04150 -2.25740 4.28980 -0.2 0.2 -0.1
C 1.55270 -1.59820 3.02170 -0.2 0.5 0.9
N 0.89410 -0.51750 2.97060 0.2 -0.2 -0.8
C 0.37830 0.15370 4.12820 -0.3 0.3 0.5
C -0.74380 1.09730 3.69650 0.1 -0.1 0.3
N -0.17450 2.22450 2.98560 0.4 -0.4 -0.2
C -1.11150 3.07030 2.26730 0.1 0.4 -0.2
C -1.02640 2.94340 0.74710 0.1 0.4 0.1
N -1.76140 1.82360 0.20000 0.0 -0.4 0.1
C -1.34370 1.62310 -1.15180 0.6 0.9 0.5
C -1.06340 -0.42990 -2.47360 -0.3 0.0 -1.2
N -0.21130 -0.90330 -1.47390 1.0 -2.1 0.1
C 0.57550 -1.92760 -1.63620 -2.0 1.8 -1.8
C 0.77870 -2.62120 -2.96190 -0.2 0.1 0.1
C 1.33010 -2.44210 -0.51810 1.5 -1.2 2.1
C 2.11440 -3.62390 -0.62980 -0.7 0.8 -0.3
C 2.70480 -4.14310 0.49470 0.1 0.0 0.7
C 2.55580 -3.49600 1.72150 -0.2 0.0 -0.7
C 1.81540 -2.30860 1.74980 0.4 -0.7 -0.2
N 1.23870 -1.81350 0.66680 -0.3 -1.2 -0.6
H 1.86300 -1.62580 5.15380 0.0 0.0 0.0
H 3.11170 -2.43670 4.21960 0.1 -0.1 0.0
H 1.53890 -3.20920 4.44800 0.0 -0.2 0.0
H 1.16810 0.73990 4.61310 0.0 0.0 0.0
H -0.02440 -0.54940 4.86830 0.1 0.0 -0.1
H -1.25690 1.47350 4.58830 0.0 -0.1 0.0
H -1.45570 0.52370 3.09090 -0.1 0.0 0.0
H 0.51800 1.85480 2.33860 -0.1 0.1 0.1
H -0.88240 4.11550 2.52300 -0.2 -0.1 -0.1
H -2.13480 2.86140 2.58650 0.0 0.0 0.0
H 0.05420 2.90180 0.47550 -0.2 0.2 0.0
H -1.43030 3.85780 0.29160 0.2 0.0 0.0
H -1.60250 0.94460 0.72050 -0.1 0.1 0.0
H -0.27560 1.36690 -1.22320 -0.6 0.3 -0.5
H -1.48140 2.56710 -1.68990 0.2 -0.2 0.0
H -0.52750 0.13870 -3.24470 0.1 -0.1 0.1
H -1.67430 -1.21670 -2.95280 0.2 0.3 0.2
H 0.27740 -2.09170 -3.76540 0.0 0.0 0.0
H 0.40990 -3.64640 -2.94210 0.0 -0.1 0.0
H 1.84280 -2.64000 -3.19110 0.1 0.0 -0.1
H 2.24320 -4.12610 -1.57550 -0.1 0.0 -0.1
H 3.26980 -5.06550 0.43840 0.0 0.1 0.0
H 3.00580 -3.92090 2.60270 0.0 0.0 0.1
C -2.80500 1.17720 -3.05240 -0.3 0.3 -0.7
N -2.09580 0.56300 -1.89620 0.3 -0.8 0.0
C -3.07900 -0.21340 -1.15480 -0.8 -0.2 0.0
C -2.82300 -1.00600 -0.05850 -0.1 -0.3 0.5
C -3.64620 -2.11740 0.33490 0.1 0.3 -0.5
C -3.06350 -2.64060 1.45840 0.2 -0.1 0.4
C -1.94770 -1.81170 1.73450 -0.2 -0.6 0.3
N -1.80040 -0.84590 0.84790 0.1 0.4 -0.3
C -4.10950 1.86480 -2.70700 0.0 0.0 -0.1
C -4.25540 2.75270 -1.64600 0.0 0.0 -0.1
C -5.46420 3.39000 -1.43150 0.0 0.0 0.0
C -6.54290 3.15300 -2.26390 -0.1 -0.1 -0.1
C -6.41180 2.26020 -3.31220 -0.1 0.0 0.0
C -5.20490 1.62150 -3.53110 0.2 0.0 0.0
H -3.02540 0.37750 -3.76840 0.1 0.1 0.2
H -2.12540 1.88460 -3.54520 0.0 -0.2 0.2
H -3.96350 -0.42620 -1.73080 0.0 0.1 -0.1
H -4.50060 -2.47870 -0.20670 -0.2 -0.1 -0.1
H -3.37420 -3.50130 2.02530 -0.1 -0.1 0.1
H -1.26330 -1.90510 2.55680 0.2 -0.1 0.2
H -3.44910 2.93430 -0.95780 0.1 0.0 0.1
H -5.56090 4.07540 -0.60440 0.0 0.1 0.1
H -7.48270 3.65270 -2.09200 -0.1 0.1 0.0
H -7.24980 2.05200 -3.95910 -0.1 0.0 -0.1
H -5.11110 0.92630 -4.35570 0.0 -0.1 0.0
C 5.68980 -2.19510 -0.14410 -0.1 0.0 0.1
O 6.08740 -1.06440 -0.88160 0.1 0.2 -0.4
C 5.53410 -0.88180 -2.14280 -0.1 0.2 -0.1
C 5.51840 -1.85540 -3.12210 0.0 -0.1 0.2
C 5.04390 -1.55780 -4.39160 -0.1 -0.1 -0.1
C 4.63490 -0.26880 -4.68810 0.0 0.0 0.0
C 4.65230 0.71630 -3.72240 0.2 0.0 0.0
C 5.05790 0.41580 -2.42270 0.3 -0.3 0.1
N 5.10880 1.33060 -1.39650 0.5 -0.9 0.4
C 4.51340 2.54910 -1.29280 0.2 0.7 0.4
C 3.35730 2.98140 -1.94320 -0.6 -0.1 -0.2
C 3.13110 4.36990 -2.09290 0.1 -0.2 0.0
C 2.05390 4.85830 -2.78510 -0.2 0.2 -0.2
C 1.15050 3.96910 -3.37770 0.0 0.5 0.0
C 1.30300 2.61540 -3.20820 0.2 -0.3 0.0
C 2.34710 2.05080 -2.43040 -0.2 1.3 -0.4
O 2.35930 0.82420 -2.11700 0.6 -0.8 -1.3
H 5.75450 -3.12010 -0.72070 0.0 0.0 0.0
H 4.66300 -2.07740 0.22350 0.1 0.0 0.0
H 6.37620 -2.25250 0.70010 -0.1 -0.1 0.0
H 5.88930 -2.84740 -2.91080 0.1 -0.1 0.1
H 5.02080 -2.32570 -5.15130 0.0 -0.1 0.0
H 4.30060 -0.02520 -5.68500 0.0 0.0 -0.1
H 4.35340 1.72220 -3.96850 -0.1 0.1 0.0
H 5.68490 1.01990 -0.62470 -0.1 0.1 -0.1
H 5.03980 3.24980 -0.65160 0.1 0.0 -0.1
H 3.87470 5.04340 -1.68340 0.0 0.1 0.0
H 1.92730 5.92290 -2.91660 0.0 0.1 0.0
H 0.32670 4.35370 -3.96760 0.0 0.0 0.0
H 0.62160 1.92920 -3.69570 -0.1 -0.1 0.0